# 1
9
Properties=species:S:1:pos:R:3:forces:R:3:nbo_charge:R:1 method="wB97M-V/def2-TZVPD" e_homo_ev=-9.1 orbital_gap_ev=8.9 total_charge=0 e_tot_ev=-30495.8575 relative_energy_kcal_mol=62.89
C 2.004 0.607 -0.417 1.0609 2.7291 1.3403 -0.225
F 2.008 1.917 0.297 -0.3063 -1.9418 -1.0143 -0.408
P -1.201 0.281 0.081 -0.0946 1.7020 1.5994 -0.025
P 0.840 -0.467 0.474 -0.4502 -2.0211 -0.5473 0.290
I 4.029 -0.120 -0.012 -0.7875 0.0800 -0.4908 0.125
H 1.883 0.902 -1.450 0.0864 -0.3305 -0.1921 0.208
H -0.798 1.629 0.564 -0.3970 -0.9429 -0.6625 0.023
H -1.638 0.043 1.478 0.3620 -0.1002 -1.1408 0.019
H 0.697 -1.448 -0.651 0.5263 0.8253 1.1082 -0.006


# 2
84
Properties=species:S:1:pos:R:3:forces:R:3:lowdin_charge:R:1 method="wB97M-V/def2-TZVPD" e_homo_ev=-7.8 smiles=Oc1ccc(O)cc1.Oc1ccc(O)cc1.Oc1ccc(O)cc1.Oc1ccc(O)cc1.Oc1ccc(O)cc1.Oc1ccc(O)cc1 orbital_gap_ev=8.1 total_charge=0 e_tot_ev=-62481.1512 relative_energy_kcal_mol=46.53
C -3.859 6.706 0.884 -0.5984 0.5054 1.1097 -0.023
C -4.777 6.965 1.924 -1.0363 -1.1485 -1.0908 0.004
C -6.046 6.270 1.968 2.9044 2.1341 -1.0938 -0.294
C -6.446 5.507 0.826 -0.8870 0.8068 4.2509 -0.019
C -5.565 5.346 -0.161 0.1527 -0.4037 -0.6206 -0.060
C -4.282 5.861 -0.079 -0.0825 -1.8300 -2.9966 -0.327
O -3.461 5.424 -1.120 0.8035 0.8318 0.5136 0.019
O -6.800 6.475 3.061 -1.7426 -0.9390 0.3908 0.040
H -2.873 7.144 0.829 -0.0016 0.0748 0.1339 0.120
H -4.518 7.743 2.626 -0.1304 -0.2187 0.4600 0.104
H -7.360 4.939 0.924 -0.2945 0.2161 -0.4050 0.120
H -5.935 4.753 -0.984 0.5549 -0.1425 -0.3883 0.122
H -3.943 4.790 -1.657 -0.0596 0.0430 0.0588 0.086
H -6.677 7.311 3.517 0.4521 0.0394 -0.3287 0.108
C -5.163 -8.422 -6.503 -1.0107 -0.3452 0.0280 -0.041
C -5.598 -7.186 -6.917 0.3814 0.4385 -0.6842 -0.007
C -4.970 -6.046 -6.416 -0.7631 2.2115 -1.0267 -0.298
C -3.988 -6.142 -5.484 1.3384 -1.2196 1.1941 -0.030
C -3.625 -7.400 -5.016 -0.0713 -0.5892 0.0775 -0.007
C -4.233 -8.540 -5.519 1.0075 -0.1152 0.3744 -0.343
O -3.771 -9.757 -5.105 0.4794 -0.0949 0.6621 0.044
O -5.336 -4.780 -6.919 -0.8439 -1.2733 -0.6029 0.014
H -5.616 -9.330 -6.874 -0.1157 -0.0203 -0.3431 0.118
H -6.272 -7.185 -7.761 -0.2682 0.5635 0.1571 0.119
H -3.364 -5.347 -5.103 -0.4458 0.5637 -0.1874 0.118
H -2.850 -7.547 -4.278 0.1068 0.2161 0.0519 0.118
H -4.275 -10.506 -5.433 -0.2486 0.2559 -0.2126 0.101
H -4.869 -3.998 -6.615 0.4574 -0.5883 0.5147 0.094
C -2.156 -0.648 -0.468 -0.7641 -0.2492 -1.3396 -0.024
C -2.351 0.386 0.427 -0.3315 0.1562 0.7823 -0.016
C -1.287 1.024 1.045 -2.7514 -0.8077 -1.3283 -0.371
C -0.040 0.605 0.719 0.9517 1.7070 1.5119 -0.039
C 0.160 -0.436 -0.107 0.0820 -1.2502 -2.7997 -0.012
C -0.897 -1.015 -0.858 1.4178 1.5388 2.8209 -0.353
O -0.603 -1.804 -1.893 -0.5038 -1.1810 -0.9538 0.064
O -1.476 2.035 1.905 0.9245 1.1001 1.4134 0.057
H -2.969 -1.101 -1.016 -0.3875 0.0590 0.1532 0.117
H -3.342 0.710 0.709 -0.2799 -0.1161 -0.1575 0.114
H 0.658 1.320 1.129 1.1047 -0.6515 -0.0158 0.127
H 1.115 -0.714 -0.528 0.5897 0.2129 0.5157 0.116
H 0.142 -2.367 -1.671 0.1712 -0.0217 -0.0982 0.108
H -2.222 2.627 1.786 -0.2116 -0.4709 -0.5192 0.111
C 3.611 -5.269 -0.395 1.0314 -0.6184 2.3038 0.007
C 4.213 -5.528 0.871 0.6255 0.7812 -0.5900 0.009
C 5.553 -5.195 1.082 0.8056 -0.0571 -0.2069 -0.326
C 6.372 -4.640 0.080 -1.6146 -0.2189 1.3940 -0.012
C 5.735 -4.307 -1.081 2.0260 -1.2623 0.2574 -0.046
C 4.466 -4.778 -1.344 -1.0661 1.4453 -0.8599 -0.353
O 4.013 -4.535 -2.605 -0.1807 -0.2233 -0.4711 0.045
O 6.162 -5.560 2.259 -0.3754 -0.7412 0.7781 0.014
H 2.551 -5.442 -0.509 0.1209 -0.1416 -0.4959 0.116
H 3.707 -5.954 1.725 -0.3345 -0.0200 -0.1382 0.114
H 7.431 -4.495 0.233 -0.0225 0.1367 0.0999 0.120
H 6.471 -4.006 -1.812 -0.6448 0.4723 -0.8819 0.118
H 4.838 -4.335 -3.055 -0.3123 0.2011 -0.8137 0.091
H 6.614 -4.853 2.725 -0.0778 0.2560 -0.3680 0.103
C 1.986 5.181 -2.991 0.9625 0.0508 -0.2572 -0.034
C 3.262 4.706 -2.729 1.6976 -0.4852 -2.7718 -0.008
C 4.214 4.541 -3.840 -3.1353 1.1630 0.8716 -0.297
C 3.820 4.978 -5.140 1.5585 -0.2034 1.8101 -0.016
C 2.578 5.524 -5.329 -1.3005 0.1723 0.5167 -0.028
C 1.642 5.554 -4.297 1.6991 -0.3659 0.6686 -0.359
O 0.441 6.075 -4.534 -1.3664 0.4574 -0.2632 0.063
O 5.462 4.097 -3.562 0.4634 -0.2983 -0.3992 0.033
H 1.346 5.421 -2.155 -0.3670 -0.1894 0.0200 0.111
H 3.638 4.456 -1.748 -0.2477 0.0587 0.2336 0.102
H 4.572 5.063 -5.911 0.0440 -0.3156 -0.1273 0.112
H 2.255 6.019 -6.233 0.2392 -0.2473 -0.3389 0.120
H -0.042 5.974 -3.710 -0.5061 0.2293 -0.0604 0.101
H 5.379 3.476 -2.835 0.2352 -0.0330 0.1139 0.099
C 2.635 0.553 10.416 -0.7715 0.8503 -1.3364 -0.013
C 1.541 0.898 9.604 0.7592 -0.3015 -1.3516 0.012
C 1.792 1.342 8.284 -0.6692 -0.0464 0.5789 -0.374
C 3.026 1.519 7.788 2.6243 -0.4616 1.3750 -0.031
C 4.134 1.154 8.606 -0.3776 -0.0630 -0.2167 0.010
C 3.950 0.713 9.928 -1.8446 0.6722 -1.4566 -0.343
O 4.951 0.459 10.789 0.6652 -0.3563 0.0564 0.055
O 0.763 1.590 7.450 -2.1484 0.0633 0.2789 0.044
H 2.500 0.199 11.428 -0.2044 -0.0710 0.1527 0.108
H 0.481 0.746 9.739 0.0305 -0.1175 0.9753 0.115
H 3.102 1.966 6.808 0.5451 -0.2359 -0.1651 0.116
H 5.108 1.133 8.140 0.2722 0.2906 0.3254 0.107
H 4.465 0.073 11.521 0.6630 -0.1575 0.5866 0.091
H 1.001 1.816 6.548 0.4492 -0.0674 0.1911 0.103